No. 1
Below is C7H9NO3S in the gas phase, with properties calculated with the ωB97M-V functional and the def2-TZVPD basis.

The SMILES is COC(=O)CCn1sccc1=O. As for the total energy: -950.72204 Eh. For the energy relative to the best compared isomer or geometry (same formula, charge and spin), the calculation gives 194.4 kJ/mol. As for the net charge: 0. Its HOMO energy is -8.63 eV.

The geometry in XYZ format:
```
21
Properties=species:S:1:pos:R:3:forces:R:3
C 0.3659 -3.9077 1.8106 -4.07 0.72 0.18
C -0.4739 -1.7754 0.9821 -0.95 0.41 1.76
C -0.0751 -0.5929 0.0363 1.87 -2.83 -0.98
C -0.8178 0.7073 0.3346 -0.80 0.00 0.45
C 0.1433 2.9688 -2.8066 -0.38 0.29 2.95
C 0.7021 3.5017 -1.6493 0.05 -2.22 -0.22
C 0.5635 2.5429 -0.3794 0.13 1.67 -1.43
H -0.5793 -4.5955 1.7795 1.57 1.45 -0.21
H 1.1866 -4.4694 1.6148 2.44 -1.68 -0.59
H 0.4185 -3.4920 2.8160 -0.02 0.24 -0.14
H -0.3297 -1.2094 -0.9954 0.53 2.32 1.96
H 1.1523 -0.3800 0.0064 -3.41 -0.80 0.22
H -0.3651 1.2923 1.2114 -0.92 -1.65 -0.48
H -1.9601 0.5923 0.4176 1.84 0.11 -0.05
H -0.0243 3.1549 -3.8795 0.73 0.70 0.79
H 1.3264 4.3650 -1.5366 0.26 0.19 -0.26
N -0.4522 1.6604 -0.6672 0.27 1.46 -2.02
O 0.3799 -2.8719 0.7827 -1.60 1.25 1.20
O -1.4401 -1.7140 1.7776 3.37 -0.75 -2.50
O 1.1792 2.5442 0.6863 -0.55 0.42 -1.35
S -0.9000 1.6784 -2.3418 -0.35 -1.30 0.72
```
Positions in Å, forces in eV/Å.



No. 2
Below is a 14-piece molecular cluster, C42H97BClN14O21P overall, with properties calculated with the ωB97M-V functional and the def2-TZVPD basis.

As for the total energy: -4831.83982 Eh. As for the net charge: 0. Its HOMO energy is -8.80 eV.

The geometry in XYZ format:
```
177
Properties=species:S:1:pos:R:3:forces:R:3
O 2.4386 3.0599 -3.8014 -1.39 -3.75 0.17
C 1.9816 1.9211 -3.6625 0.57 2.30 0.40
O 0.7517 1.8055 -2.9266 1.84 -0.88 -0.83
C 2.6083 0.5728 -4.2700 -1.87 1.03 -0.85
N 3.8482 0.1155 -3.5807 -1.06 -2.31 -0.66
O 4.8849 0.3576 -4.4933 2.24 2.53 0.71
B 5.6186 1.5460 -4.1521 0.94 0.73 -0.21
O 5.3370 2.4279 -3.0644 0.80 -2.19 -0.86
O 6.7466 1.8695 -5.0176 -1.42 -1.31 1.70
C 3.8834 -1.3232 -3.3645 -1.80 -2.60 0.21
O 2.9194 -2.0865 -3.2148 2.41 3.10 -0.33
O 5.1983 -1.9097 -3.2490 -2.75 1.19 1.55
P 5.3548 -2.7982 -1.7884 0.79 -0.54 1.20
O 4.2339 -2.2375 -0.6100 0.83 -0.45 -1.82
Cl 4.7787 -4.8311 -2.1214 -0.21 1.79 -0.08
H 0.6234 0.8632 -2.6845 0.15 0.57 -0.31
H 1.7624 -0.1827 -4.3214 1.35 0.56 0.23
H 2.8743 0.8216 -5.3607 -0.37 -0.50 1.73
H 5.3363 1.9553 -2.2050 -0.50 0.41 -0.76
H 7.5260 1.4537 -4.5871 -0.53 0.55 -0.55
H 4.7065 -2.1731 0.2459 -0.11 -0.12 -0.71
C 3.9204 -7.3768 1.0545 -0.02 0.02 0.04
C 5.1070 -7.8544 0.2613 0.11 0.12 -0.53
O 5.3810 -7.3814 -0.8328 0.00 -0.29 0.23
N 5.8833 -8.8382 0.7936 -0.27 0.24 -0.04
C 5.7261 -9.5180 2.0616 0.42 -0.13 -0.33
H 3.4064 -6.5932 0.4980 0.18 -0.08 0.02
H 3.2205 -8.2005 1.2183 0.03 0.00 0.13
H 4.2491 -6.9618 2.0097 -0.18 -0.02 0.01
H 6.6577 -9.1016 0.2013 -0.08 0.03 0.08
H 6.6314 -9.3581 2.6513 -0.16 -0.11 0.24
H 5.6130 -10.5868 1.8663 -0.08 -0.03 0.28
H 4.8635 -9.1579 2.6174 0.08 0.05 -0.12
C 5.2370 -2.2801 -6.7199 -0.03 -0.06 0.13
C 4.3608 -1.3136 -7.4705 -0.35 0.36 -0.13
O 3.4478 -0.7030 -6.9258 0.13 -0.17 0.04
N 4.6059 -1.1255 -8.7932 -0.05 -0.16 0.53
C 5.6258 -1.7431 -9.6137 -0.20 0.38 -0.27
H 4.9194 -2.3225 -5.6795 -0.01 0.05 -0.20
H 5.1471 -3.2804 -7.1490 0.18 0.04 0.00
H 6.2765 -1.9467 -6.7500 0.00 -0.16 -0.04
H 3.9779 -0.4638 -9.2269 0.12 -0.04 0.00
H 6.2512 -0.9511 -10.0315 0.12 -0.19 -0.13
H 5.1323 -2.2762 -10.4292 0.26 -0.11 -0.05
H 6.2455 -2.4365 -9.0494 -0.14 0.07 0.04
C -2.3324 0.8472 -7.1189 -0.01 -0.09 -0.17
C -1.4213 0.8177 -5.9210 0.43 -0.14 0.31
O -0.4735 0.0440 -5.8434 -0.13 0.05 -0.01
N -1.6728 1.6826 -4.9041 -0.15 -0.37 -0.44
C -2.7284 2.6665 -4.7967 0.41 -0.02 0.39
H -2.0022 0.1010 -7.8415 0.07 0.07 0.18
H -3.3555 0.6091 -6.8195 -0.02 0.17 -0.08
H -2.2960 1.8291 -7.5953 -0.18 -0.03 0.04
H -1.0186 1.6007 -4.1396 0.04 0.20 -0.06
H -2.2665 3.6488 -4.6753 -0.29 0.13 -0.07
H -3.3163 2.4357 -3.9051 -0.25 0.18 -0.13
H -3.3780 2.6759 -5.6685 0.09 -0.04 0.07
C -6.0977 5.6982 -1.3400 -0.16 0.09 0.00
C -4.9186 5.3237 -2.1982 0.37 0.08 -0.55
O -4.7065 5.8581 -3.2788 -0.14 -0.05 0.19
N -4.0756 4.3595 -1.7404 -0.36 0.29 -0.01
C -4.1498 3.6117 -0.5015 0.41 -0.11 -0.31
H -6.6734 6.4776 -1.8389 0.18 -0.11 -0.05
H -6.7455 4.8317 -1.1915 0.05 0.07 0.20
H -5.7551 6.0841 -0.3776 -0.12 -0.16 0.05
H -3.3108 4.1642 -2.3702 -0.06 0.06 0.09
H -3.2310 3.7923 0.0604 -0.15 -0.15 0.23
H -4.2139 2.5498 -0.7485 -0.09 -0.05 0.34
H -5.0074 3.8955 0.1037 0.06 -0.04 -0.10
C 2.4158 -4.7441 5.5985 0.04 0.24 -0.16
C 2.6096 -5.5148 4.3208 0.33 0.16 -0.22
O 3.3905 -5.1453 3.4504 -0.09 -0.04 0.06
N 1.8862 -6.6544 4.1436 0.20 0.30 0.09
C 0.9217 -7.2538 5.0415 0.14 -0.26 -0.35
H 3.0610 -3.8651 5.5895 0.06 -0.20 -0.14
H 1.3760 -4.4097 5.6856 0.38 -0.26 0.18
H 2.6873 -5.3634 6.4562 -0.23 0.06 0.06
H 2.0714 -7.1134 3.2633 -0.05 0.05 0.09
H 1.2624 -8.2626 5.2867 -0.20 -0.03 0.16
H -0.0369 -7.3186 4.5215 -0.12 -0.05 0.26
H 0.7990 -6.6794 5.9564 0.03 0.06 -0.17
C -3.8656 -0.5409 2.0137 0.11 0.17 0.13
C -5.0714 0.2082 1.5100 -0.42 0.41 -0.05
O -5.4538 1.2530 2.0294 0.17 -0.11 -0.05
N -5.7447 -0.3046 0.4456 0.49 0.21 0.47
C -5.4579 -1.5136 -0.3028 -0.54 0.40 -0.01
H -3.4366 -0.0093 2.8642 -0.20 -0.06 -0.10
H -4.1562 -1.5409 2.3432 0.15 -0.03 -0.12
H -3.1083 -0.6044 1.2284 -0.05 -0.22 0.00
H -6.5396 0.2533 0.1683 0.06 -0.10 0.03
H -5.2919 -1.2380 -1.3452 0.02 -0.31 0.00
H -6.3271 -2.1673 -0.2428 0.26 -0.13 -0.18
H -4.5837 -2.0363 0.0786 -0.08 0.12 0.04
C -1.4609 0.8426 6.9445 -0.11 -0.05 0.11
C -1.5881 0.5169 5.4803 -0.06 -0.03 -0.40
O -2.6517 0.1620 4.9841 0.02 -0.05 0.19
N -0.4789 0.6264 4.7030 -0.47 -0.07 0.42
C 0.8568 1.0269 5.0963 0.01 -0.07 -0.53
H -2.4280 0.7088 7.4294 0.06 0.04 -0.17
H -0.7410 0.1716 7.4182 0.08 0.18 0.04
H -1.1515 1.8820 7.0734 0.10 -0.10 0.11
H -0.6434 0.3916 3.7345 0.05 0.04 0.08
H 1.1335 1.9080 4.5140 0.25 0.02 0.22
H 1.5426 0.2118 4.8568 0.19 0.17 0.17
H 0.9241 1.2573 6.1567 -0.06 -0.05 -0.11
C 8.0476 2.0926 -9.2302 -0.10 -0.01 0.11
C 7.9225 1.7333 -10.6870 -0.34 -0.13 -0.35
O 6.8578 1.3840 -11.1804 0.13 -0.02 0.15
N 9.0384 1.8055 -11.4621 -0.27 0.00 0.32
C 10.3781 2.1923 -11.0732 -0.08 -0.13 -0.51
H 7.0763 1.9861 -8.7473 0.09 -0.02 -0.16
H 8.7540 1.4216 -8.7365 0.06 0.17 0.05
H 8.3735 3.1295 -9.1250 0.12 -0.10 0.11
H 8.8740 1.5497 -12.4252 0.03 0.04 0.10
H 10.6743 3.0545 -11.6744 0.23 0.02 0.19
H 11.0517 1.3601 -11.2889 0.20 0.15 0.16
H 10.4431 2.4467 -10.0180 -0.10 -0.04 -0.10
C -4.5429 4.7063 6.9026 0.00 -0.09 0.19
C -4.8498 3.4907 7.7353 0.00 -0.18 0.48
O -4.6976 3.4783 8.9525 0.04 0.02 -0.12
N -5.3090 2.3812 7.0971 0.19 0.45 0.16
C -5.5539 2.1968 5.6805 -0.08 -0.53 0.21
H -4.1872 5.5075 7.5500 -0.08 -0.17 0.00
H -3.7611 4.4768 6.1763 -0.22 0.12 -0.15
H -5.4436 5.0498 6.3925 0.22 -0.02 -0.18
H -5.4913 1.6076 7.7200 0.01 0.08 -0.08
H -6.6060 1.9351 5.5481 0.04 0.07 -0.29
H -4.9335 1.3680 5.3339 -0.07 0.13 -0.30
H -5.3255 3.0889 5.1020 0.00 -0.06 0.13
C -1.8272 -3.1472 5.5631 0.10 0.04 0.01
C -1.4856 -4.3124 6.4528 0.12 -0.25 0.18
O -0.3293 -4.6901 6.6152 -0.51 0.07 0.14
N -2.5030 -4.9522 7.0865 0.37 0.27 -0.29
C -3.9208 -4.6634 7.0266 0.10 -0.38 0.30
H -0.9121 -2.7433 5.1301 -0.05 -0.12 0.10
H -2.4792 -3.4732 4.7500 -0.10 0.17 0.09
H -2.3113 -2.3592 6.1438 -0.14 -0.02 -0.21
H -2.1945 -5.7214 7.6639 -0.06 0.08 -0.03
H -4.2694 -4.4467 8.0384 -0.23 0.09 -0.13
H -4.4362 -5.5517 6.6555 -0.22 0.17 -0.02
H -4.1419 -3.8188 6.3784 0.12 -0.07 0.05
C -4.1841 -3.4425 -3.4585 0.04 0.11 -0.01
C -5.2557 -4.1947 -2.7149 -0.46 -0.07 0.30
O -6.0800 -3.6249 -2.0094 0.18 -0.23 -0.33
N -5.2925 -5.5479 -2.8437 0.12 0.47 -0.02
C -4.4173 -6.4000 -3.6215 -0.37 -0.25 0.26
H -4.2850 -2.3764 -3.2563 -0.08 -0.17 0.03
H -3.1961 -3.7653 -3.1235 0.01 -0.01 -0.20
H -4.2899 -3.6013 -4.5336 0.19 -0.04 0.04
H -6.0375 -5.9800 -2.3162 0.08 0.03 -0.07
H -5.0258 -6.9489 -4.3432 0.25 -0.07 -0.12
H -3.9408 -7.1116 -2.9440 0.17 -0.05 -0.23
H -3.6529 -5.8339 -4.1483 -0.11 0.02 0.09
C -4.0523 7.0078 2.4087 0.13 -0.08 -0.07
C -4.7234 7.2718 3.7301 -0.07 -0.11 0.55
O -4.4330 6.6468 4.7421 0.05 0.15 -0.32
N -5.6790 8.2383 3.7800 0.33 -0.29 -0.15
C -6.1612 9.0805 2.7054 -0.23 0.08 0.47
H -3.3171 6.2123 2.5303 -0.14 0.09 0.12
H -4.7897 6.6865 1.6700 0.09 0.14 -0.07
H -3.5358 7.9056 2.0626 -0.12 -0.05 -0.15
H -6.0817 8.3560 4.6987 0.03 0.00 -0.10
H -5.9910 10.1226 2.9836 -0.06 0.06 -0.28
H -7.2346 8.9131 2.5937 0.03 0.15 -0.25
H -5.6619 8.8710 1.7622 0.00 -0.04 0.14
C 3.3759 5.7785 5.0808 0.13 0.06 -0.08
C 2.7476 4.6477 5.8505 0.07 -0.56 0.24
O 3.3408 3.5976 6.0620 -0.09 0.17 -0.11
N 1.4804 4.8178 6.3168 0.40 0.06 -0.25
C 0.6174 5.9725 6.1741 -0.24 -0.40 0.27
H 4.3826 5.4922 4.7772 -0.16 -0.09 0.11
H 2.7922 5.9928 4.1830 0.01 0.17 0.09
H 3.4448 6.6689 5.7093 -0.09 0.06 -0.16
H 1.1291 4.0171 6.8220 0.03 0.12 -0.02
H 0.3550 6.3300 7.1719 -0.11 0.23 -0.15
H -0.2927 5.6593 5.6581 -0.06 0.30 -0.01
H 1.0928 6.7750 5.6150 0.03 -0.14 0.05
```
Positions in Å, forces in eV/Å.



No. 3
Below is C26H40N12OReS as an isolated structure, with properties calculated with the ωB97M-V functional and the def2-TZVPD basis.

As for the total energy: -2222.27942 Eh. For the energy relative to the best compared isomer or geometry (same formula, charge and spin), the calculation gives 66.8 kJ/mol. As for the spin multiplicity: 4. As for the net charge: +4. Its HOMO energy (alpha / beta) is -19.34 / -19.33 eV.

The geometry in XYZ format:
```
81
Properties=species:S:1:pos:R:3:forces:R:3
Re 1.0552 -1.2118 0.0206 -0.25 -0.76 -0.70
N -0.6382 -0.1562 2.9160 1.04 0.63 0.32
C 0.6768 0.0120 2.8819 0.53 0.22 0.28
N 1.2584 0.8354 3.7454 -1.16 -0.89 -0.57
C 2.5801 0.7664 3.8555 0.17 0.91 0.62
N 3.2065 1.5604 4.6898 -1.66 -0.09 -0.16
N 3.3746 -0.0695 3.1352 0.03 -0.37 -0.46
C 2.7745 -0.7033 2.1990 1.85 -0.57 0.02
N 1.4320 -0.7142 1.9449 -0.64 0.28 -0.25
C 3.6256 -1.5986 1.3420 -0.38 -0.40 -0.15
C 4.9361 -1.9663 1.6064 0.06 1.06 1.35
C 5.4987 -2.9599 0.8424 -0.09 -0.38 -0.26
C 4.7601 -3.5956 -0.1451 1.19 -0.96 -0.88
C 3.5284 -3.1142 -0.4591 -1.25 0.21 0.55
N 2.9544 -2.1527 0.3094 0.09 0.55 -0.39
H -1.0703 0.1239 3.7591 -0.60 0.65 0.90
H -1.1375 -0.8008 2.3728 -0.39 -0.99 -0.93
H 2.6915 2.1631 5.3182 0.09 0.01 -0.02
H 4.1546 1.3744 4.8327 1.71 0.06 0.38
H 5.4837 -1.5022 2.4566 -0.51 -0.36 -0.81
H 6.4973 -3.2938 1.0039 0.62 -0.10 0.33
H 5.2031 -4.4558 -0.7042 -0.51 0.92 0.48
H 2.9023 -3.5520 -1.2298 0.14 0.14 -0.02
C -0.5714 -5.8579 0.4495 0.36 -0.29 0.41
C 0.0740 -5.2676 1.5610 -0.76 -0.49 -0.07
C 0.4855 -3.9461 1.4592 0.53 -0.67 0.67
N 0.4062 -3.2650 0.2982 0.30 1.70 0.54
C -0.1205 -3.8292 -0.7823 -0.81 -1.04 0.34
C -0.6627 -5.1025 -0.7091 0.72 0.11 -0.04
H -0.9486 -6.9119 0.4337 0.40 1.13 0.30
H 0.1865 -5.8420 2.4982 0.02 0.57 -0.59
H 0.9722 -3.4679 2.3235 -0.34 -0.06 -0.61
H -0.1602 -3.2329 -1.6746 -0.05 0.10 -0.36
H -1.0221 -5.5571 -1.5919 -0.62 -0.28 -0.81
C 2.8211 0.6797 -5.4661 -1.14 -0.88 -0.21
N 2.3747 0.3217 -4.0956 0.40 -0.26 0.51
C 2.6169 1.1834 -2.9468 0.21 0.04 -0.33
C 2.0104 0.3610 -1.8748 0.73 0.02 0.16
O 1.8844 0.6053 -0.6340 -0.30 0.07 0.53
N 1.6692 -0.8370 -2.2914 -0.79 -0.70 -0.27
C 1.8442 -0.8335 -3.6762 -0.35 0.47 -1.05
N 1.4390 -1.7519 -4.5566 0.25 -0.67 1.40
H 3.2035 1.6910 -5.4659 -0.21 0.20 -0.03
H 1.9517 0.5442 -6.1554 0.71 0.49 0.42
H 3.6168 0.0180 -5.7861 0.24 -0.16 0.02
H 2.2361 2.1796 -3.0887 -0.72 0.40 0.02
H 3.6738 1.3753 -2.7582 0.31 -0.38 0.11
H 1.0961 -2.7015 -4.3073 0.46 1.29 -0.22
H 1.7919 -1.6131 -5.4869 -0.18 -0.29 -0.47
C -4.8617 2.4231 -2.1451 0.03 0.53 -0.34
C -5.1595 0.9807 -2.4261 0.83 -1.14 -0.15
C -4.3227 -0.0707 -1.6510 0.35 0.35 0.02
C -4.1481 0.1524 -0.1148 0.57 -1.20 -0.58
N -3.1142 1.1399 0.2308 -0.32 1.45 -0.35
C -1.8288 1.0413 0.0370 1.16 -0.17 0.02
S -1.2604 -0.6533 -0.2785 0.40 0.38 0.10
N -0.9629 2.0607 0.1116 -2.01 -0.69 -0.25
C -1.3087 3.4637 0.4259 -0.90 -0.64 0.74
C -1.6981 3.5464 1.9192 0.57 0.76 -1.07
C -2.2275 4.9366 2.2541 -0.92 -1.06 -0.02
C -2.7258 4.9418 3.6876 0.35 0.54 0.17
H -5.5953 3.0580 -2.6506 0.32 -0.07 -0.29
H -3.8449 2.6931 -2.4820 -0.36 0.12 0.24
H -5.0365 2.6970 -1.1134 0.27 -0.01 0.60
H -5.0764 0.8011 -3.5205 -0.07 -0.12 0.74
H -6.1320 0.7187 -2.1228 -1.70 0.17 -0.02
H -3.3282 -0.0792 -2.1194 0.08 -0.27 0.30
H -4.7464 -1.0921 -1.7489 0.13 0.66 -0.18
H -3.8373 -0.8104 0.3273 -0.15 0.40 -0.08
H -5.0278 0.4518 0.4263 -0.54 0.19 -0.08
H -3.4692 2.1048 0.3048 0.23 -0.55 0.03
H -0.0439 1.8390 -0.1329 1.53 -0.23 -0.26
H -2.1119 3.8316 -0.2364 0.14 -0.33 0.21
H -0.4508 4.0563 0.1960 0.64 0.36 -0.06
H -0.8335 3.2633 2.5271 0.00 0.10 0.02
H -2.4771 2.8229 2.1149 -0.30 -0.25 0.20
H -3.0317 5.1521 1.5240 0.14 0.08 0.46
H -1.5023 5.7139 2.1454 0.72 0.38 -0.25
H -3.4656 4.1652 3.8978 -0.11 0.25 -0.11
H -3.1150 5.9449 3.8777 -0.22 -0.32 0.40
H -1.8730 4.7747 4.3663 -0.30 0.11 -0.14
```
Positions in Å, forces in eV/Å.



no.,molar mass (g/mol)
1,187.22
2,1211.55
3,754.96